Entry from OMol25: C32H34LuN2OP2 as an isolated structure (the ωB97M-V functional and the def2-TZVPD basis).

Each line ends with the Mulliken charge.
Atoms and positions in Å:
C -1.492 3.228 -3.268  -0.6268
C -1.305 1.909 -2.854  0.0446
C 0.025 1.441 -2.715  0.7544
C 1.111 2.243 -3.046  -0.2197
C 0.903 3.551 -3.482  -0.6430
C -0.400 4.047 -3.572  -1.0602
C 2.500 1.667 -2.813  0.3017
C 2.520 0.176 -3.096  -0.3074
C 1.370 -0.542 -2.788  0.6478
C 1.309 -1.944 -3.008  -0.2309
C 2.474 -2.597 -3.412  -0.5745
C 3.645 -1.877 -3.669  -1.0747
C 3.658 -0.487 -3.543  -0.6682
H -2.509 3.620 -3.346  0.4353
H 1.776 4.154 -3.744  0.4836
H -0.562 5.076 -3.895  0.3849
H 3.220 2.172 -3.462  1.1283
H 2.459 -3.685 -3.517  0.4624
H 4.547 -2.403 -3.976  0.3858
H 4.541 0.107 -3.793  0.4916
N 0.277 0.147 -2.219  0.3652
Lu -0.117 -0.372 -0.237  0.6431
C -2.466 0.981 -2.549  -1.3364
H -2.357 0.031 -3.098  0.3201
H -3.413 1.453 -2.842  0.5818
C 0.014 -2.700 -2.755  -1.1188
H -0.853 -2.150 -3.157  0.2268
H 0.046 -3.701 -3.206  0.6434
P -2.606 0.505 -0.755  1.2761
P -0.304 -2.939 -0.934  1.0041
C 1.010 -4.113 -0.490  -1.0836
H 1.017 -4.244 0.598  0.1688
H 0.835 -5.083 -0.975  0.4088
H 1.986 -3.718 -0.798  0.3542
C -1.819 -3.933 -0.880  -1.1684
H -1.663 -4.904 -1.371  0.4582
H -2.097 -4.099 0.168  0.2842
H -2.641 -3.397 -1.375  0.3067
C -3.016 2.129 -0.017  -1.3396
H -4.031 2.441 -0.301  0.4939
H -2.951 2.057 1.078  0.2694
H -2.293 2.885 -0.348  0.3587
C -4.211 -0.359 -0.735  -1.3719
H -4.384 -0.768 0.269  0.3662
H -5.033 0.329 -0.986  0.4544
H -4.204 -1.194 -1.450  0.3943
C 2.865 1.888 -1.401  -0.4430
O 2.273 1.442 -0.421  -0.4486
H 3.772 2.517 -1.475  0.3592
C -1.506 3.577 3.663  -0.5838
C -0.583 3.535 2.608  -0.6270
C -0.136 2.318 2.111  -0.2522
C -0.651 1.105 2.651  0.3059
C -1.486 1.155 3.786  -0.4899
C -1.953 2.386 4.250  -0.7631
N -0.345 -0.075 1.997  -0.2033
C -0.753 -1.357 2.473  -0.4668
C 0.229 -2.372 2.574  -0.1777
C -0.135 -3.664 2.940  -0.6255
C -1.482 -3.984 3.146  -0.6139
C -2.463 -2.992 3.035  -1.1878
C -2.108 -1.682 2.711  0.1968
H -1.860 4.539 4.043  0.3808
H -0.206 4.462 2.175  0.4064
H 0.608 2.271 1.308  0.4865
H -1.800 0.228 4.264  0.6191
H -2.658 2.410 5.081  0.3920
H 1.272 -2.102 2.376  0.5240
H 0.633 -4.429 3.067  0.5724
H -1.767 -5.007 3.403  0.4103
H -3.511 -3.237 3.216  0.3770
H -2.861 -0.893 2.619  0.7773

Values from the calculation:
Net charge: +1
HOMO in eV: -9.52
Kohn-Sham gap in eV: 6.430
Calculated total energy in eV: -90958.7830
Lowest unoccupied orbital energy in eV: -3.1



Entry from OMol25: C32H34N4O3Pt as an isolated structure (the ωB97M-V functional and the def2-TZVPD basis).

Each line ends with the Mulliken charge.
Atoms and positions in Å:
Pt 0.462 -1.406 0.080  0.8597
O 3.053 -4.164 4.757  -0.6722
C 2.220 -3.191 5.151  0.1909
C 2.175 -2.890 6.513  -0.6706
C 1.317 -1.921 6.990  -0.2966
C 0.480 -1.226 6.122  -1.0552
C 0.538 -1.504 4.770  -0.2209
C 1.410 -2.465 4.256  0.5955
C 1.462 -2.707 2.789  0.8162
O 0.934 -1.789 2.047  -0.9422
N 2.039 -3.799 2.369  -0.9233
N 1.932 -3.843 1.002  0.0011
C 2.276 -4.912 0.415  -0.5603
C 2.061 -5.002 -1.016  0.7848
C 2.584 -6.111 -1.687  -0.6915
C 2.434 -6.297 -3.046  -0.6570
C 1.730 -5.333 -3.760  -0.7943
C 1.195 -4.236 -3.119  -0.5240
C 1.319 -4.022 -1.727  1.0271
O 0.707 -2.958 -1.248  -0.7747
H 2.885 -4.318 3.789  0.5277
H 2.820 -3.448 7.179  0.4244
H 1.290 -1.711 8.052  0.3633
H -0.213 -0.487 6.503  0.4077
H -0.117 -0.997 4.074  0.5397
H 2.696 -5.766 0.956  0.2861
H 3.130 -6.841 -1.100  0.3239
H 2.852 -7.164 -3.540  0.3787
H 1.599 -5.439 -4.831  0.3689
H 0.665 -3.490 -3.699  0.3617
C -2.855 0.798 -5.810  -2.1712
C -2.560 1.641 -4.571  1.9800
C -1.721 2.857 -4.991  -1.5384
C -3.891 2.117 -3.971  -1.5906
C -1.794 0.854 -3.517  0.2401
C -1.422 -0.472 -3.670  -0.2528
C -0.732 -1.129 -2.664  -0.7236
N -0.384 -0.524 -1.531  -0.3942
C -0.745 0.765 -1.347  0.1989
C -1.438 1.462 -2.313  -0.4831
C -0.357 1.332 -0.044  -0.6802
C -0.507 2.671 0.279  0.4342
C -0.100 3.150 1.517  0.4877
C 0.476 2.220 2.377  -0.7366
C 0.613 0.901 2.002  -1.0026
N 0.186 0.450 0.817  -0.3608
C -0.244 4.606 1.935  2.0153
C -1.112 4.673 3.200  -1.5923
C 1.149 5.176 2.235  -1.5801
C -0.899 5.456 0.847  -2.1468
H -3.400 1.403 -6.535  0.4177
H -3.473 -0.069 -5.571  0.4240
H -1.939 0.450 -6.291  0.4272
H -2.260 3.434 -5.745  0.4395
H -0.767 2.544 -5.417  0.3899
H -1.515 3.519 -4.149  0.3178
H -4.450 2.683 -4.718  0.4571
H -3.741 2.764 -3.106  0.3174
H -4.503 1.269 -3.657  0.3745
H -1.663 -1.028 -4.564  0.5749
H -0.434 -2.164 -2.716  0.3478
H -1.719 2.488 -2.124  0.3912
H -0.936 3.339 -0.450  0.5091
H 0.835 2.506 3.356  0.5215
H 1.066 0.160 2.640  0.9104
H -0.669 4.113 4.024  0.3275
H -2.108 4.268 3.013  0.3855
H -1.219 5.711 3.519  0.4499
H 1.645 4.630 3.037  0.3336
H 1.061 6.219 2.544  0.4448
H 1.788 5.134 1.351  0.3900
H -1.904 5.103 0.607  0.4209
H -0.304 5.471 -0.069  0.4291
H -0.987 6.485 1.198  0.4213

Values from the calculation:
HOMO in eV: -6.82
Kohn-Sham gap in eV: 5.820
Calculated total energy in eV: -49085.8895
Lowest unoccupied orbital energy in eV: -1.0



Entry from OMol25: C32H34N6PdS as an isolated structure (the ωB97M-V functional and the def2-TZVPD basis).

Each line ends with the Mulliken charge.
Atoms and positions in Å:
Pd -0.768 0.349 -1.243  -0.4456
C 1.349 2.903 -1.260  -0.0558
C 0.979 3.339 -2.685  -0.6309
C 0.095 2.366 -3.492  -1.4826
N -0.988 1.800 -2.712  -0.1603
C -1.968 2.562 -2.272  0.9865
C -2.308 3.842 -2.744  -0.9147
C -2.964 4.853 -2.060  -0.2986
C -3.359 4.919 -0.734  -0.6411
C -3.243 3.899 0.212  -0.2359
C -2.916 2.569 0.061  -1.3294
C -2.653 1.869 -1.142  1.7868
N -2.865 0.543 -1.161  -0.6908
C -3.221 -0.198 -2.379  -0.3004
C -3.218 -1.709 -2.082  -0.8764
C -1.959 -2.492 -2.486  -0.5471
N -0.752 -1.871 -1.999  -0.2005
C 0.085 -2.375 -1.147  1.0776
C -0.124 -3.626 -0.463  -0.6730
C 0.685 -4.371 0.343  -0.8159
C 2.025 -4.177 0.722  -0.7616
C 2.805 -3.114 0.350  -0.4971
C 2.509 -1.956 -0.381  -0.5747
C 1.312 -1.493 -0.935  1.0682
N 1.162 -0.257 -1.423  0.3587
C 2.286 0.557 -1.842  -0.9667
C 2.497 1.897 -1.143  -0.8772
H 1.607 3.791 -0.679  0.5343
H 0.447 2.502 -0.786  -0.2108
H 0.453 4.293 -2.614  0.3979
H 1.884 3.526 -3.273  0.4129
H -0.287 2.886 -4.377  0.4022
H 0.677 1.530 -3.877  0.4984
H -1.922 4.096 -3.724  0.3485
H -3.111 5.761 -2.637  0.3427
H -3.770 5.858 -0.389  0.3154
H -3.517 4.176 1.225  0.3583
H -3.001 1.924 0.929  0.3420
H -4.248 0.095 -2.626  0.4618
H -2.597 0.044 -3.246  0.2774
H -3.397 -1.819 -1.009  0.1367
H -4.068 -2.174 -2.588  0.4714
H -2.083 -3.544 -2.206  0.4225
H -1.891 -2.474 -3.579  0.2887
H -1.107 -4.049 -0.625  0.0915
H 0.222 -5.276 0.726  0.3174
H 2.481 -4.940 1.341  0.4095
H 3.827 -3.141 0.717  0.2965
H 3.334 -1.258 -0.420  0.1760
H 3.205 -0.026 -1.789  0.5175
H 2.158 0.763 -2.910  0.1961
H 2.752 1.740 -0.090  0.3730
H 3.385 2.337 -1.611  0.4407
S -0.162 -1.442 5.172  -0.1683
C -0.397 -0.900 3.497  0.1643
C 0.377 0.116 2.949  -0.9093
C 0.215 0.421 1.614  -0.2677
N -0.666 -0.209 0.834  0.9916
C -1.450 -1.138 1.373  -0.3398
C -1.347 -1.520 2.700  -0.6851
C 1.583 -1.787 5.061  -0.0898
C 2.061 -2.771 4.207  -0.0812
C 3.430 -2.974 4.139  -0.3634
N 4.316 -2.294 4.862  -0.6202
C 3.844 -1.367 5.689  -0.3605
C 2.494 -1.069 5.822  -0.0630
H 1.116 0.638 3.541  0.4960
H 0.831 1.170 1.133  0.1724
H -2.151 -1.616 0.704  0.0345
H -1.968 -2.315 3.088  0.4786
H 1.388 -3.352 3.590  0.4711
H 3.831 -3.726 3.469  0.4349
H 4.578 -0.822 6.271  0.3691
H 2.163 -0.298 6.503  0.4160

Values from the calculation:
HOMO in eV: -6.58
Kohn-Sham gap in eV: 6.445
Calculated total energy in eV: -56987.5814
Lowest unoccupied orbital energy in eV: -0.1



Entry from OMol25: C32H35Cl4FN9NbO5S as an isolated structure (the ωB97M-V functional and the def2-TZVPD basis).

Each line ends with the Mulliken charge.
Atoms and positions in Å:
Nb -6.417 -12.454 20.634  -0.1765
C -2.747 -8.133 21.555  -0.8436
C -2.214 -8.795 20.271  -0.4323
N -2.429 -10.235 20.198  -0.0621
C -3.636 -10.786 20.014  0.2246
S -3.852 -12.496 19.814  -0.3898
N -4.679 -9.989 19.837  -1.1974
N -5.825 -10.624 19.613  1.8365
C -6.830 -9.965 18.973  0.9996
C -6.763 -8.476 18.655  -1.7898
C -8.030 -10.715 18.687  0.0513
C -9.202 -10.198 18.052  -0.7528
C -10.293 -11.028 17.883  -0.4656
C -10.231 -12.371 18.299  -1.1137
C -9.058 -12.821 18.875  -0.3641
N -8.011 -12.007 19.109  0.7760
H -2.655 -7.037 21.543  0.3647
H -3.819 -8.366 21.658  0.1486
H -2.241 -8.525 22.451  0.2672
H -2.660 -8.319 19.382  0.2301
H -1.127 -8.629 20.222  0.4094
H -1.661 -10.898 20.330  0.2826
H -5.785 -8.109 19.018  0.2881
H -6.829 -8.312 17.581  0.4210
H -7.566 -7.910 19.158  0.3982
H -9.245 -9.136 17.771  0.4646
H -11.220 -10.629 17.429  0.3987
H -11.105 -13.018 18.224  0.4790
H -8.880 -13.863 19.131  0.6692
C -5.660 -20.330 19.480  -1.0163
C -4.566 -19.349 19.074  -1.0570
N -5.013 -17.940 18.997  0.1053
C -5.020 -17.257 20.180  -0.3745
C -5.530 -15.953 20.287  0.2391
C -5.767 -15.340 21.663  -0.1509
O -5.903 -16.004 22.670  -0.6577
O -5.823 -14.027 21.651  -0.4171
C -5.947 -15.248 19.126  1.0765
O -6.418 -14.024 19.176  -0.3645
C -5.984 -15.993 17.907  0.7734
C -6.440 -15.445 16.677  -0.3579
C -6.541 -16.209 15.517  0.0719
F -6.928 -15.611 14.352  -0.3446
C -6.165 -17.592 15.460  -0.9647
C -5.691 -18.107 16.676  -0.5988
C -5.549 -17.340 17.846  -0.0770
N -6.267 -18.380 14.319  0.1894
C -5.223 -19.329 13.981  -0.4657
C -5.688 -20.611 13.275  -0.7588
N -6.736 -20.352 12.222  -0.1271
C -7.860 -19.431 12.670  -0.9450
C -7.347 -18.162 13.375  -0.5150
H -5.329 -21.382 19.386  0.3747
H -6.567 -20.192 18.888  0.3124
H -5.954 -20.223 20.543  0.3516
H -4.146 -19.603 18.109  0.5371
H -3.741 -19.396 19.819  0.4635
H -4.632 -17.778 21.064  0.5432
H -6.706 -14.380 16.667  0.5591
H -5.498 -19.187 16.713  0.7088
H -4.701 -19.588 14.935  0.3528
H -4.472 -18.831 13.346  0.2482
H -6.122 -21.329 13.992  0.3526
H -4.845 -21.117 12.779  0.3904
H -7.183 -21.237 11.936  0.3645
H -6.283 -19.955 11.361  0.4329
H -8.524 -20.006 13.311  0.3762
H -8.444 -19.126 11.792  0.4175
H -8.211 -17.688 13.894  0.4036
H -7.060 -17.444 12.598  0.4167
Cl -8.590 -8.027 25.665  -0.1730
C -7.623 -8.991 24.601  0.7509
C -6.225 -9.203 24.934  0.1294
Cl -5.548 -8.476 26.341  -0.1698
C -5.414 -10.011 24.136  0.4937
Cl -3.774 -10.360 24.482  -0.1509
C -5.965 -10.661 23.045  0.3100
O -5.353 -11.554 22.279  -0.6467
C -7.350 -10.426 22.701  -0.2617
O -7.720 -11.123 21.635  -0.1816
C -8.196 -9.587 23.466  -0.3992
Cl -9.796 -9.299 22.972  -0.1953
N -8.764 -14.785 21.496  -0.7371
N -8.334 -13.465 21.849  0.0629
H -9.783 -14.806 21.461  0.2592
H -8.453 -15.424 22.237  0.2279
H -7.973 -13.435 22.822  0.3142
H -9.130 -12.803 21.788  0.3763

Values from the calculation:
Net charge: +2
HOMO (alpha / beta) in eV: -10.86 / -10.87
Kohn-Sham gap (alpha / beta) in eV: 5.092 / 5.107
Calculated total energy in eV: -122582.7580
Lowest unoccupied orbital energy (alpha / beta) in eV: -5.8 / -5.8



- The lowest calculated total energy belongs to which entry?
  C32H35Cl4FN9NbO5S



- What is the formula in the first record?
  C32H34LuN2OP2



- What is the calculated total energy in the second record?
  -49085.8895 eV



- Number 2 is which compound?
  C32H34N4O3Pt